14
Properties=species:S:1:pos:R:3:mulliken_charge:R:1 method="wB97M-V/def2-TZVPD" relative_energy_kcal_mol=116.7 homo_lumo_gap_ha=0.3416 total_charge=+1 total_energy_ev=-6793.0289 homo_energy_ev=-12.93
C 1.357 0.857 -0.600 -0.103
C 0.008 1.160 -0.453 -0.816
C 1.821 -0.305 0.270 -0.647
C 0.481 -0.548 -0.235 -0.038
C -0.563 0.176 0.510 0.294
N -2.004 -0.119 0.136 -0.378
H 1.919 1.095 -1.444 0.386
H 2.622 -0.806 -0.166 0.310
H 1.852 -0.187 1.422 0.228
H 0.302 -0.942 -1.262 0.286
H -0.588 -0.059 1.632 0.362
H -2.680 0.101 0.924 0.390
H -2.210 -1.036 -0.235 0.333
H -2.317 0.612 -0.497 0.393


17
Properties=species:S:1:pos:R:3:mulliken_charge:R:1 method="wB97M-V/def2-TZVPD" relative_energy_kcal_mol=46.0 homo_lumo_gap_ha=0.3143 total_charge=+1 total_energy_ev=-8772.6030 homo_energy_ev=-11.93
C -1.371 -1.591 -0.212 -1.139
C -0.508 -0.393 0.071 0.194
C -0.817 0.942 0.083 -0.166
N -2.048 1.494 -0.025 -0.449
N 0.823 -0.626 0.289 -0.124
C 1.642 0.199 -0.304 -0.031
N 2.942 0.293 -0.037 -0.326
H -2.138 -1.208 -0.730 0.394
H -1.701 -2.004 0.807 0.270
H -0.655 -2.308 -0.772 0.310
H -0.241 1.775 0.421 0.403
H -2.898 0.936 -0.277 0.192
H -2.438 2.304 0.446 0.242
H 1.236 -1.126 1.058 0.223
H 1.363 0.652 -1.129 0.560
H 3.515 0.979 -0.402 0.230
H 3.293 -0.320 0.713 0.216


83
Properties=species:S:1:pos:R:3:mulliken_charge:R:1 method="wB97M-V/def2-TZVPD" homo_lumo_gap_ha=0.0375 total_energy_ev=-387274.8687 homo_energy_ev=-6.21
C -2.074 1.175 0.491 -0.978
N -1.864 -0.056 -0.289 0.159
C -3.083 -0.874 -0.277 -0.950
C -0.745 -0.788 0.142 0.479
O -0.245 -0.732 1.228 -0.527
C -0.170 -1.764 -0.894 -0.382
Ga 1.897 -1.836 -0.847 0.540
C 2.793 -0.498 -2.083 -0.869
C 1.828 0.225 -3.072 -0.332
C 2.007 1.740 -2.911 -0.501
N 1.171 2.502 -3.854 -0.649
H -2.992 1.115 1.083 0.323
H -2.217 2.012 -0.200 0.295
H -1.254 1.411 1.165 0.385
H -2.951 -1.841 -0.768 -0.041
H -3.395 -1.079 0.759 0.420
H -3.880 -0.300 -0.749 0.492
H -0.546 -2.768 -0.562 -0.194
H -0.606 -1.598 -1.882 0.585
H 2.479 -1.651 0.638 -0.197
H 2.280 -3.389 -1.268 -0.361
H 3.271 0.250 -1.448 0.360
H 3.546 -1.040 -2.657 0.432
H 2.149 -0.009 -4.091 0.310
H 0.778 -0.075 -2.986 0.216
H 3.045 1.976 -3.166 0.330
H 1.843 2.024 -1.859 0.239
H 0.204 2.243 -3.684 0.237
H 1.220 3.474 -3.565 0.172
Mg 0.146 -4.190 -0.105 0.341
N 1.251 -7.804 -1.330 0.833
O 1.334 -7.876 -0.092 -0.472
O 1.239 -8.816 -2.031 -0.479
O 0.990 -6.669 -1.860 -0.458
Br 1.750 6.150 -3.454 -0.151
C 3.280 6.080 -2.251 -0.301
C 2.958 5.343 -0.980 -0.006
Br 1.872 6.415 0.231 -0.154
H 3.592 7.114 -2.086 0.210
H 4.057 5.557 -2.806 0.320
H 3.869 5.129 -0.434 0.131
H 2.412 4.419 -1.149 0.071
C 3.013 9.535 -3.065 -0.498
O 4.177 9.008 -2.724 -0.501
H 2.357 8.879 -3.698 0.147
H 2.321 9.799 -2.236 0.247
H 3.042 10.461 -3.684 0.305
C -6.304 -3.091 2.924 -1.168
C -5.414 -4.239 3.389 -0.522
C -4.068 -4.289 2.658 0.272
C -4.277 -4.475 1.210 -0.011
N -4.437 -4.617 0.083 -0.353
H -6.566 -3.190 1.869 0.317
H -7.235 -3.076 3.490 0.360
H -5.807 -2.129 3.065 0.302
H -5.942 -5.184 3.245 0.333
H -5.226 -4.138 4.459 0.314
H -3.461 -5.115 3.032 -0.094
H -3.512 -3.362 2.816 0.305
Al -1.134 -7.496 -1.263 0.646
C -0.479 -5.421 6.048 -1.163
C -1.890 -5.514 5.502 -0.129
O -1.895 -5.996 4.153 -0.513
H 0.126 -4.758 5.428 0.299
H -0.478 -5.042 7.070 0.337
H 0.003 -6.401 6.041 0.334
H -2.361 -4.532 5.493 0.278
H -2.499 -6.181 6.120 0.282
H -1.491 -6.868 4.154 0.269
C 5.395 8.016 1.844 0.611
F 5.973 9.071 2.399 -0.215
F 4.820 7.313 2.813 -0.211
F 4.444 8.449 1.024 -0.166
S 6.645 7.008 0.939 1.340
O 7.603 6.595 1.926 -0.616
O 7.155 7.913 -0.082 -0.599
O 5.879 5.886 0.338 -0.525
Br 7.109 5.917 -1.660 0.129
C -5.766 -3.888 -3.834 0.283
Cl -4.270 -3.285 -3.106 -0.018
Cl -5.540 -4.070 -5.578 -0.092
Cl -6.177 -5.455 -3.124 -0.089
Cl -7.073 -2.739 -3.524 -0.104


111
Properties=species:S:1:pos:R:3:mulliken_charge:R:1 method="wB97M-V/def2-TZVPD" relative_energy_kcal_mol=0.0 multiplicity=2 homo_lumo_gap_ha="0.2235 / 0.1600" total_charge=+1 total_energy_ev=-131192.1660 homo_energy_ev="-8.84 / -8.85"
Ba 0.392 0.967 -0.860 1.556
C 3.751 1.346 -1.444 -0.458
C 3.284 2.736 -1.008 1.398
C 3.046 3.619 -2.221 -1.528
C 4.284 3.366 -0.058 -1.789
O 1.991 2.605 -0.349 -0.077
Ge 1.664 2.345 1.530 -0.128
O -0.213 2.185 1.059 0.268
C -1.182 3.258 1.261 1.489
C -1.943 3.412 -0.055 -1.418
C -2.110 2.827 2.381 -1.621
C -0.479 4.558 1.612 -2.076
O 1.698 0.404 1.308 0.546
C 2.200 -0.415 2.379 1.239
C 2.115 0.268 3.743 -1.736
C 1.396 -1.727 2.331 -1.214
C 3.651 -0.780 2.088 -1.727
H 4.686 1.440 -1.999 0.724
H 3.041 0.843 -2.112 -0.458
H 3.922 0.708 -0.576 -0.272
H 3.957 3.708 -2.815 0.426
H 2.732 4.617 -1.917 0.418
H 2.268 3.194 -2.861 0.172
H 5.239 3.524 -0.563 0.479
H 4.478 2.729 0.808 0.371
H 3.924 4.332 0.298 0.381
H -2.455 2.487 -0.337 0.150
H -1.257 3.704 -0.858 0.199
H -2.700 4.192 0.029 0.533
H -2.586 1.873 2.145 0.157
H -2.898 3.565 2.541 0.451
H -1.565 2.720 3.320 0.424
H 0.255 4.836 0.852 0.385
H 0.022 4.500 2.579 0.485
H -1.211 5.366 1.677 0.510
H 1.155 0.742 3.930 0.413
H 2.883 1.036 3.826 0.480
H 2.285 -0.453 4.545 0.467
H -0.004 -0.778 1.263 -0.852
H 1.411 -2.281 3.267 0.393
H 1.760 -2.362 1.522 0.147
H 4.265 0.122 2.104 0.358
H 3.743 -1.246 1.105 0.261
H 4.049 -1.466 2.839 0.460
C 3.875 0.812 -5.210 -1.765
C 2.479 0.242 -4.998 1.330
C 1.922 -0.304 -6.316 -1.738
C 2.407 -0.822 -3.920 -0.378
C 1.159 -1.199 -3.423 -0.016
C 1.022 -2.201 -2.471 -0.437
C 2.143 -2.873 -1.976 1.181
C 2.020 -4.038 -1.034 -1.326
C 3.388 -2.480 -2.455 -1.200
C 3.519 -1.481 -3.411 0.084
H 3.833 1.659 -5.896 0.452
H 4.541 0.071 -5.658 0.418
H 4.333 1.155 -4.282 0.248
H 1.822 1.061 -4.675 -0.341
H 2.536 -1.135 -6.671 0.403
H 1.925 0.467 -7.087 0.453
H 0.902 -0.673 -6.208 0.372
H 0.278 -0.707 -3.821 0.221
H 0.027 -2.502 -2.152 0.506
H 1.418 -3.810 -0.152 0.120
H 2.998 -4.369 -0.685 0.382
H 1.544 -4.888 -1.525 0.392
H 4.277 -2.984 -2.095 0.382
H 4.509 -1.218 -3.761 0.424
C -1.418 3.603 -4.053 -1.489
C -1.511 2.203 -3.535 0.541
O -0.563 1.670 -2.927 -0.488
N -2.649 1.526 -3.706 -0.039
C -2.812 0.137 -3.276 -0.443
C -3.411 -0.019 -1.897 0.753
C -4.789 -0.001 -1.736 -0.920
C -5.331 -0.168 -0.472 -0.697
C -4.470 -0.359 0.595 -1.062
C -3.110 -0.367 0.341 -0.141
N -2.567 -0.198 -0.869 0.612
H -0.376 3.847 -4.238 0.271
H -1.801 4.285 -3.291 0.336
H -2.003 3.741 -4.961 0.470
H -3.405 1.989 -4.184 0.277
H -1.831 -0.332 -3.301 -0.711
H -3.438 -0.357 -4.018 0.745
H -5.431 0.126 -2.598 0.502
H -6.402 -0.162 -0.324 0.447
H -4.833 -0.504 1.603 0.624
H -2.423 -0.511 1.167 0.337
O -6.202 -2.452 6.851 -0.665
S -4.888 -2.589 7.446 1.180
O -4.066 -1.393 7.395 -0.664
O -4.829 -3.341 8.675 -0.661
C -4.071 -3.657 6.249 0.028
N -4.363 -4.980 6.207 -0.447
C -3.801 -5.710 5.277 -0.308
C -2.930 -5.193 4.303 -0.744
C -2.699 -3.836 4.433 0.171
N -3.241 -3.092 5.389 -0.212
C -1.860 -3.044 3.516 0.898
C -1.636 -1.667 3.837 -0.867
C -0.854 -0.890 3.084 -0.712
N -0.075 -1.494 1.988 2.181
C -0.670 -2.715 1.443 -0.348
C -1.433 -3.486 2.237 -0.766
H -4.047 -6.768 5.268 0.419
H -2.491 -5.824 3.546 0.381
H -2.178 -1.265 4.688 0.751
H -0.707 0.173 3.165 0.319
H -0.396 -2.914 0.419 0.214
H -1.808 -4.418 1.833 0.378


55
Properties=species:S:1:pos:R:3:mulliken_charge:R:1 method="wB97M-V/def2-TZVPD" smiles="[H]/N=C(/C)C[C@@]1(C(F)(F)F)C[C@]([PH2]=N)(P(=N)(O)O)COS1(=O)=O.COP(=O)(OC)OC" homo_lumo_gap_ha=0.3513 total_energy_ev=-81565.1727 homo_energy_ev=-9.52
H 5.844 1.524 -0.190 0.363
N 5.771 0.634 0.306 -0.696
C 5.311 -0.257 -0.470 0.420
C 5.175 -1.654 0.090 -1.163
C 4.951 -0.004 -1.931 -1.536
C 3.494 0.418 -2.216 1.330
C 3.381 0.589 -3.758 0.514
F 4.076 1.646 -4.195 -0.252
F 3.904 -0.496 -4.368 -0.285
F 2.119 0.691 -4.171 -0.191
C 2.479 -0.682 -1.794 -3.035
C 1.560 -0.338 -0.593 1.805
P 1.296 -1.931 0.385 0.197
N 1.969 -1.873 1.799 -0.705
P -0.125 0.093 -1.146 0.634
N -0.648 -1.052 -2.048 -0.816
O -0.120 1.456 -1.969 -0.473
O -1.025 0.320 0.178 -0.379
C 2.207 0.621 0.404 -1.517
O 2.442 1.942 -0.124 -0.374
S 3.164 2.094 -1.532 1.600
O 4.417 2.754 -1.339 -0.684
O 2.279 2.807 -2.391 -0.653
H 5.755 -1.731 1.004 0.364
H 5.636 -2.342 -0.625 0.379
H 4.145 -1.946 0.282 0.185
H 5.600 0.768 -2.343 0.613
H 5.186 -0.910 -2.488 0.652
H 3.047 -1.561 -1.498 0.531
H 1.840 -1.001 -2.616 0.562
H 1.797 -2.929 -0.469 0.122
H -0.086 -2.151 0.453 0.035
H 1.263 -2.002 2.514 0.259
H -1.486 -1.461 -1.649 0.282
H -0.345 2.226 -1.433 0.340
H -0.593 1.001 0.716 0.317
H 3.109 0.221 0.862 0.517
H 1.521 0.757 1.239 0.743
C -6.899 -1.857 3.083 -0.695
O -6.101 -0.698 3.403 -0.249
P -5.420 0.156 2.215 0.910
O -4.066 0.500 2.674 -0.683
O -6.444 1.399 2.245 -0.295
C -6.920 1.946 3.470 -0.604
O -5.477 0.039 0.635 -0.322
C -4.335 0.518 -0.091 -0.563
H -7.261 -2.272 4.019 0.234
H -7.754 -1.582 2.462 0.328
H -6.299 -2.609 2.571 0.320
H -6.107 2.080 4.184 0.308
H -7.698 1.313 3.898 0.217
H -7.353 2.916 3.237 0.249
H -3.470 -0.115 0.082 0.219
H -4.110 1.545 0.185 0.286
H -4.597 0.477 -1.146 0.333


111
Properties=species:S:1:pos:R:3:mulliken_charge:R:1 method="wB97M-V/def2-TZVPD" homo_lumo_gap_ha=0.3349 total_energy_ev=-96042.8085 homo_energy_ev=-9.16
H 4.180 -3.749 -3.104 0.307
N 4.637 -3.697 -2.191 -0.748
C 3.873 -3.222 -1.312 -0.139
C 2.422 -2.855 -1.555 -2.062
C 1.919 -1.461 -1.017 0.307
S 2.224 -1.465 0.808 1.866
C 1.790 -3.100 1.339 -1.335
O 3.630 -1.256 1.002 -0.748
O 1.327 -0.568 1.487 -0.624
C 2.907 -0.531 -1.762 -0.721
O 4.069 -0.403 -1.615 -0.420
O 2.185 0.124 -2.712 -0.530
C 0.943 0.472 -2.022 1.119
C 1.255 1.434 -0.872 -0.776
C 2.332 2.497 -1.187 -1.167
O 1.971 3.736 -0.595 -0.580
P 0.052 1.469 -3.308 0.183
O -1.415 1.525 -3.133 -0.690
C 0.461 -0.957 -1.521 2.944
C -0.703 -1.016 -0.492 -1.984
B -1.529 0.263 -0.023 0.981
O -2.789 0.356 -0.554 -0.428
O -1.057 1.159 0.904 -0.573
N 0.114 -1.789 -2.738 0.254
C -0.940 -1.393 -3.646 -0.023
O -0.844 -1.339 -4.825 -0.471
F -2.095 -1.227 -2.993 -0.038
C -0.019 -3.172 -2.536 0.307
O -0.250 -3.748 -1.537 -0.378
F 0.190 -3.818 -3.681 -0.329
H 4.289 -3.121 -0.315 0.375
H 1.796 -3.666 -1.193 0.348
H 2.310 -2.839 -2.644 0.977
H 0.985 -3.531 0.749 0.334
H 1.500 -2.965 2.379 0.652
H 2.686 -3.716 1.304 0.489
H 1.525 0.936 0.056 0.112
H 0.338 1.981 -0.637 0.637
H 2.504 2.641 -2.252 0.473
H 3.288 2.148 -0.784 0.365
H 2.447 3.813 0.235 0.288
H 0.692 2.712 -3.235 0.110
H 0.508 0.899 -4.502 0.078
H -1.471 -1.670 -0.891 0.466
H -0.364 -1.517 0.413 0.297
H -3.219 1.201 -0.385 0.221
H -1.768 1.567 1.411 0.236
C 7.484 7.078 0.712 -0.676
O 6.371 7.660 1.363 -0.374
C 5.163 7.562 0.630 -0.636
C 4.280 6.446 1.139 -0.414
O 4.865 5.169 0.935 -0.291
C 5.470 4.626 2.096 -0.846
H 8.294 7.029 1.439 0.241
H 7.262 6.070 0.355 0.281
H 7.808 7.693 -0.134 0.324
H 5.371 7.413 -0.435 0.346
H 4.630 8.511 0.743 0.375
H 3.334 6.467 0.587 0.350
H 4.058 6.600 2.200 0.376
H 4.713 4.290 2.813 0.333
H 6.124 5.352 2.583 0.364
H 6.060 3.767 1.781 0.263
C -1.378 -7.811 2.149 -0.608
O -0.555 -8.100 3.264 -0.380
C 0.777 -7.640 3.128 -0.563
C 1.013 -6.355 3.889 -0.502
O 0.260 -5.276 3.356 -0.152
C -0.911 -4.979 4.097 -0.860
H -2.405 -8.021 2.443 0.251
H -1.299 -6.763 1.850 0.198
H -1.119 -8.447 1.296 0.324
H 1.028 -7.500 2.071 0.309
H 1.437 -8.414 3.533 0.383
H 2.072 -6.089 3.812 0.362
H 0.777 -6.498 4.948 0.363
H -0.660 -4.485 5.042 0.291
H -1.491 -5.880 4.307 0.379
H -1.512 -4.299 3.495 0.225
C -7.211 -1.731 -2.890 -0.687
O -6.994 -3.128 -2.851 -0.373
C -7.257 -3.784 -4.079 -0.499
C -5.989 -4.073 -4.850 -0.456
O -5.343 -2.886 -5.272 -0.409
C -4.252 -2.506 -4.456 -0.832
H -6.786 -1.312 -1.979 0.224
H -6.725 -1.271 -3.753 0.310
H -8.282 -1.502 -2.917 0.329
H -7.937 -3.187 -4.695 0.309
H -7.754 -4.731 -3.846 0.373
H -6.242 -4.648 -5.746 0.410
H -5.314 -4.681 -4.237 0.284
H -3.397 -3.175 -4.620 0.333
H -4.522 -2.518 -3.397 0.388
H -3.966 -1.497 -4.741 0.260
C -1.009 4.045 2.336 -0.938
O -2.378 3.844 2.650 -0.282
C -2.729 4.239 3.967 -0.567
C -3.400 5.594 3.991 -0.508
O -2.521 6.628 3.585 -0.372
C -2.712 7.050 2.248 -0.687
H -0.906 3.905 1.261 0.214
H -0.665 5.047 2.601 0.512
H -0.386 3.302 2.845 0.402
H -1.843 4.251 4.610 0.342
H -3.425 3.493 4.362 0.385
H -3.715 5.812 5.016 0.371
H -4.293 5.579 3.358 0.322
H -3.634 7.632 2.148 0.330
H -2.748 6.203 1.558 0.269
H -1.867 7.686 1.986 0.245


10
Properties=species:S:1:pos:R:3:mulliken_charge:R:1 method="wB97M-V/def2-TZVPD" relative_energy_kcal_mol=94.5 homo_lumo_gap_ha=0.3468 total_energy_ev=-8199.7876 homo_energy_ev=-8.63
O -1.974 -0.225 0.948 -0.495
C -0.733 -0.158 0.389 0.660
C 0.420 -0.694 0.863 -0.958
N 1.355 -0.141 -0.166 0.158
N 0.694 0.605 -1.253 -0.703
C -0.533 0.567 -0.852 -0.152
H -1.856 -0.697 1.784 0.340
H 1.960 0.524 0.320 0.355
H 1.966 -0.844 -0.588 0.356
H -1.299 1.063 -1.443 0.437


15
Properties=species:S:1:pos:R:3:mulliken_charge:R:1 method="wB97M-V/def2-TZVPD" relative_energy_kcal_mol=75.5 homo_lumo_gap_ha=0.3114 total_energy_ev=-14901.0279 homo_energy_ev=-7.76
C -2.706 -0.320 -0.958 -0.436
C -0.583 0.924 -0.679 0.044
C 1.494 -0.951 0.091 -0.529
C 0.013 1.965 0.204 -0.780
C 1.673 -1.945 0.978 -0.605
N -1.674 0.405 -0.776 -0.137
I 3.269 -0.196 -0.806 -0.014
H -3.334 -0.364 -1.806 0.275
H 0.666 -0.629 -0.419 0.573
H 0.011 1.561 1.201 0.315
H -0.477 2.968 0.329 0.339
H 1.138 2.120 0.007 0.188
H 0.672 -2.179 1.500 0.207
H -2.733 -1.160 -0.299 0.220
H 2.573 -2.198 1.433 0.341